Molecular formula: C76H92O32S8
Method: DFT, wB97M-V/def2-TZVPD

Geometry (Å):
S: 1.52707 0.18189 5.11255
S: 5.60254 -1.30595 1.59790
S: 3.95120 -0.18592 -4.56116
S: -1.23441 -4.54222 0.82388
S: 2.02425 4.91210 3.85680
S: -2.44436 -1.77657 4.92773
S: -5.34203 2.15529 -0.72527
S: -1.97017 -2.89832 -3.97295
O: 3.47341 5.29499 4.34146
O: 0.37292 0.77884 4.20570
O: -2.18102 -1.51592 -3.71274
O: 6.51519 -1.50708 0.50430
O: -0.69761 -3.10626 0.27298
O: -2.67850 -4.60517 0.73087
O: -3.04216 -0.93183 5.90261
O: 4.70603 -2.53085 1.85883
O: 6.24360 -1.19933 3.05286
O: -4.03519 2.11906 -1.59181
O: -3.47243 -2.96370 4.74885
O: -0.87287 -4.30638 2.38187
O: -6.51449 2.30322 -1.53737
O: -0.70959 -2.96448 -5.02284
O: 2.78845 -1.00743 -4.81686
O: 1.57993 5.98037 3.00109
O: 1.66173 -1.21407 4.87828
O: -1.05907 -2.21200 5.03850
O: 2.74405 0.97429 5.03347
O: 3.76977 0.47322 -3.07995
O: -1.71335 -3.79957 -2.93553
O: 5.27013 -1.11341 -4.30952
O: 4.71726 -0.20043 1.44664
O: -0.42569 -5.59586 0.34071
O: -5.12112 3.55917 0.00645
O: -2.71957 -1.09148 3.47403
O: 1.31434 4.58711 5.04219
O: 2.51457 3.65036 3.08113
O: 4.28882 0.86811 -5.44610
O: -3.03158 -3.50037 -4.86550
O: 0.79439 0.48468 6.48642
O: -5.20639 1.10545 0.20483
C: -7.18806 -0.86120 4.03861
C: 0.40769 -2.72769 1.15610
C: -0.71081 1.01367 0.88582
C: 4.43907 4.95084 3.29210
C: -4.23829 -2.83875 3.43782
C: -3.44874 4.23440 4.51147
C: 5.04799 -4.88103 -2.66064
C: -6.91499 -2.31500 -4.01017
C: 7.95932 1.84162 -3.32815
C: -4.93358 -1.78936 -2.22267
C: -2.73588 -3.28284 -6.23823
C: -3.84886 4.72509 -6.42763
C: 2.71640 3.39573 -1.50275
C: -6.63147 -0.38473 2.88525
C: -5.53754 -0.72346 -2.89324
C: 1.81079 4.22077 -0.88324
C: 5.35190 -1.75558 4.00135
C: 7.65442 1.88888 -1.95316
C: -0.72967 0.17234 -1.38256
C: -5.24384 4.45370 -6.55468
C: 4.11135 5.24184 -2.03982
C: 0.66012 -5.93155 4.22216
C: 4.50108 -0.30651 -2.15000
C: 0.61520 0.23357 -1.31535
C: 0.05629 1.70341 6.39885
C: 1.43763 3.86398 -5.59298
C: -5.31794 -3.08744 -2.37198
C: -7.66452 -2.27160 1.75351
C: -3.45231 3.86790 6.89454
C: -6.51216 -1.01227 -3.82590
C: -0.43857 1.69681 4.97016
C: -4.98560 2.55556 -5.10366
C: 3.18663 6.06569 -1.41117
C: 3.79306 3.85344 2.39691
C: 3.87545 -4.20532 -3.14900
C: -3.27416 3.34128 -1.27984
C: 0.58797 1.66150 -6.01154
C: 1.33822 2.76117 -6.47093
C: 2.01685 5.59535 -0.86920
C: 2.99819 -6.19729 4.30004
C: -8.15495 -2.75611 3.00759
C: -6.83990 -1.15453 1.72931
C: 5.70364 -0.80860 -2.87282
C: -3.10643 3.87863 -5.64407
C: 1.30417 0.50715 -0.11199
C: -3.69417 3.82277 0.08547
C: 0.22913 -3.41896 2.55495
C: -5.83237 3.40266 -5.81763
C: 9.59361 0.09274 -2.85163
C: 3.69617 -5.73491 -0.83896
C: 0.10341 2.72553 -3.90583
C: 2.66362 -4.31319 -2.47079
C: 1.80021 -6.50409 3.66046
C: -4.15915 2.15414 5.43041
C: -3.34212 4.74543 5.80018
C: -3.89361 2.94938 4.36363
C: -6.33475 -3.32060 -3.31162
C: 0.83891 3.79892 -4.30928
C: 3.80727 3.89664 -2.17575
C: -7.96177 -2.03339 4.15487
C: 3.05230 -5.29483 5.32097
C: 4.16466 -2.29017 3.14287
C: -1.23969 -2.71131 -6.31993
C: 8.94291 0.90268 -3.79098
C: -3.29352 -2.06170 2.55587
C: -3.60645 2.76930 -5.01336
C: -0.01431 1.62581 -4.75794
C: 9.23496 0.10544 -1.54298
C: 1.93235 -4.74228 5.89519
C: -1.44628 0.60116 -0.25134
C: 0.69906 -5.08445 5.38474
C: 8.27556 0.98474 -1.07290
C: 0.63663 0.96376 0.99788
C: 4.93500 -5.66018 -1.50961
C: 2.60920 -5.00911 -1.25794
C: -3.84257 2.54507 6.71057
H: 0.95529 4.58764 -3.57085
H: 6.39411 -0.04747 -2.98373
H: -4.00502 1.95035 7.61127
H: 1.42764 6.37907 -0.43434
H: 3.37152 -1.53359 3.17534
H: 4.55936 3.32273 -2.63350
H: 3.45852 7.08805 -1.20823
H: 3.96721 -3.50969 -3.98452
H: 7.49948 2.50699 -4.03452
H: -3.00003 5.76793 5.93114
H: 10.37119 -0.58972 -3.17444
H: -8.82654 -3.60008 2.94635
H: -6.87796 3.19088 -5.88239
H: 5.83406 -2.47148 4.61216
H: -2.47417 -2.66744 2.12617
H: -6.90483 -0.29193 4.89633
H: 2.39789 0.46994 -0.11601
H: -0.16410 2.68815 4.61113
H: 7.95362 0.83773 -0.07082
H: -2.53754 0.63901 -0.25596
H: -4.12538 -1.55798 -1.52254
H: 5.95995 -1.67430 -2.34009
H: 1.72053 -7.11409 2.77202
H: -4.35822 1.10595 5.16630
H: -6.43696 -0.82890 0.72755
H: 3.84858 -1.14567 -1.87249
H: -3.21280 3.24548 0.83888
H: -3.53639 4.85982 0.26598
H: -3.43370 5.59432 -6.92349
H: -4.82451 -3.89853 -1.87235
H: -0.06614 -2.77884 3.30334
H: -2.95413 -4.22873 -6.74546
H: -0.26754 -4.62892 5.79272
H: -3.53891 4.06128 -2.02299
H: -3.10188 4.81138 3.67234
H: 3.86796 -3.28549 3.50790
H: 1.14325 -0.18919 -2.10338
H: -1.32592 -1.61531 -6.55049
H: 2.23223 4.60861 -5.78366
H: 3.93740 -6.63926 3.89886
H: -0.64902 0.78868 -4.50006
H: 1.89239 -3.70580 -2.97869
H: 3.61986 -6.21548 0.11479
H: 4.14823 2.82733 2.44216
H: -2.05134 4.07850 -5.54064
H: 3.97641 -5.10051 5.75322
H: 6.02673 -4.77390 -3.15144
H: 0.99797 3.71700 -0.37950
H: 2.04751 -4.00702 6.70828
H: 1.17215 1.30758 1.85202
H: 5.31766 4.64525 3.80203
H: -2.94374 1.98721 -4.62793
H: -5.85535 5.03648 -7.19845
H: 0.33299 -1.62268 1.31746
H: -3.76739 -1.38846 1.82049
H: 5.83026 -6.24881 -1.13317
H: -4.48931 -3.88766 3.23141
H: 3.60580 4.17007 1.40872
H: -7.74057 -2.52498 -4.63491
H: -3.40434 4.40849 7.86396
H: -6.03940 0.52779 2.88704
H: -2.17902 3.10546 -1.43142
H: 1.36238 -3.11842 0.77408
H: -5.27604 0.29028 -2.76427
H: 1.09166 -4.01308 2.86233
H: -5.09252 -2.21912 3.71822
H: 0.53786 0.80888 -6.61797
H: -1.49325 1.40977 4.80605
H: -6.72060 -4.32588 -3.49406
H: -0.38835 2.77470 -2.93056
H: -8.23606 -2.40011 5.12812
H: 4.86990 0.27043 -1.29458
H: 9.70206 -0.61689 -0.83854
H: 1.64969 -5.11189 -0.82992
H: 4.97532 -0.92355 4.59342
H: -1.31880 1.34920 1.72891
H: 2.52402 2.33947 -1.56240
H: -7.92279 -2.81531 0.88250
H: -3.35271 -2.55135 -6.73303
H: 0.69461 2.56901 6.49292
H: 5.05868 5.62357 -2.40601
H: 4.59478 5.90645 2.78000
H: 6.83578 2.48875 -1.57707
H: -3.95400 2.50956 3.37148
H: 1.62991 2.77483 -7.49719
H: -6.95958 -0.17918 -4.35861
H: -0.37369 -6.07319 3.87927
H: -0.62906 -3.28659 -7.00451
H: -1.22924 -0.10336 -2.32353
H: -5.40994 1.67158 -4.65242
H: 9.28670 0.90818 -4.84973
H: -0.83975 1.80602 7.08305

The total energy comes out at -232495.820 eV. The HOMO energy is -9.03 eV. Its LUMO energy is 0.21 eV.

Atomic partial charges in e from the Mulliken method, atoms 1 to 6: number 1, S, carries 0.778; number 2, S, carries 0.853; number 3, S, carries 1.255; number 4, S, carries 0.838; number 5, S, carries 1.213; number 6, S, carries 0.409